1.
C41H37BrN3O3PV | ωB97M-V/def2-TZVPD

Its charge is +3. The LUMO energy (spin up / spin down) is -10.43 / -10.42 eV. As for the highest occupied orbital energy (spin up / spin down): -16.150 / -16.151 eV.

Cartesian coordinates (Å):
V (0.2314, -0.4827, 0.2100)
Br (3.9141, 2.4936, -5.5166)
C (2.7599, 1.7609, -4.2415)
C (1.4091, 2.1484, -4.2298)
C (0.5274, 1.6467, -3.2968)
C (1.0096, 0.7555, -2.3411)
O (0.1911, 0.2504, -1.4168)
C (2.3503, 0.3247, -2.3617)
C (2.7508, -0.7300, -1.4964)
N (2.0434, -1.1867, -0.5082)
C (2.4557, -2.3865, 0.1485)
C (3.7247, -2.9156, 0.1562)
C (3.9775, -4.1469, 0.7901)
C (2.9767, -4.8237, 1.4301)
C (1.6741, -4.2764, 1.4857)
C (0.6172, -4.8641, 2.2139)
C (-0.5887, -4.2167, 2.3003)
C (-0.7546, -3.0035, 1.6254)
N (0.1874, -2.4590, 0.8717)
C (1.4211, -3.0562, 0.8280)
C (3.2246, 0.8313, -3.3348)
H (1.0602, 2.8505, -4.9760)
H (-0.5135, 1.9371, -3.2956)
H (3.6862, -1.2267, -1.7390)
H (4.5546, -2.4008, -0.3093)
H (4.9809, -4.5488, 0.7697)
H (3.1743, -5.7680, 1.9208)
H (0.7769, -5.8088, 2.7193)
H (-1.4091, -4.6172, 2.8780)
H (-1.6905, -2.4622, 1.6904)
H (4.2533, 0.4959, -3.3709)
C (-0.0339, -2.6957, -2.5146)
C (-1.5470, -2.5313, -2.4552)
C (-2.1461, -3.8451, -2.9878)
C (-2.1449, -2.2905, -1.0569)
C (-3.6765, -2.2505, -1.1346)
O (-4.0296, -0.9603, -0.6167)
C (-2.9574, -0.3270, -0.2100)
N (-1.8284, -0.9774, -0.3168)
C (-3.3049, 1.0319, 0.2817)
C (-4.6660, 1.3558, 0.3085)
C (-5.0992, 2.6004, 0.7360)
C (-4.1855, 3.5492, 1.1628)
C (-2.8350, 3.2417, 1.1576)
C (-2.3883, 1.9997, 0.7040)
P (-0.6256, 1.7698, 0.8471)
C (0.2647, 2.9268, -0.1847)
C (-0.3961, 3.8399, -1.0065)
C (0.3406, 4.7297, -1.7750)
C (1.7277, 4.6924, -1.7508)
C (2.3916, 3.7621, -0.9572)
C (1.6650, 2.8813, -0.1751)
C (-0.2641, 2.0938, 2.5733)
C (0.5417, 3.1593, 2.9750)
C (0.7415, 3.3920, 4.3300)
C (0.1473, 2.5682, 5.2747)
C (-0.6658, 1.5107, 4.8740)
C (-0.8743, 1.2743, 3.5285)
H (0.2500, -3.0108, -3.5185)
H (0.3019, -3.4807, -1.8311)
H (0.5084, -1.7811, -2.3064)
H (-1.8551, -1.7038, -3.1046)
H (-1.8187, -4.6852, -2.3697)
H (-1.7833, -4.0248, -3.9982)
H (-3.2325, -3.8707, -3.0352)
H (-1.8278, -3.1164, -0.4261)
H (-4.1821, -3.0031, -0.5331)
H (-4.0531, -2.2831, -2.1520)
H (-5.3986, 0.6295, -0.0040)
H (-6.1581, 2.8200, 0.7422)
H (-4.5176, 4.5180, 1.5109)
H (-2.1240, 3.9738, 1.5219)
H (-1.4771, 3.8727, -1.0412)
H (-0.1721, 5.4570, -2.3903)
H (2.2964, 5.3926, -2.3487)
H (3.4731, 3.7381, -0.9377)
H (2.1912, 2.1745, 0.4598)
H (0.9899, 3.8247, 2.2492)
H (1.3512, 4.2282, 4.6448)
H (0.3012, 2.7580, 6.3286)
H (-1.1471, 0.8867, 5.6150)
H (-1.5340, 0.4667, 3.2247)
C (2.1688, -0.0715, 2.5497)
O (1.0697, -0.2060, 1.6359)
H (2.2448, 0.9803, 2.8214)
H (3.0716, -0.4247, 2.0519)
H (1.9356, -0.6741, 3.4257)

Atomic forces in eV per Å
V -0.56 -0.77 -0.70
Br 0.00 0.00 0.01
C 0.04 -0.07 0.07
C -0.03 0.00 -0.01
C 0.17 -0.08 0.00
C 0.05 -0.10 0.06
O 0.05 0.47 -0.10
C -0.13 0.03 -0.05
C -0.02 0.10 -0.09
N 0.05 0.08 0.14
C 0.02 -0.05 0.01
C -0.07 0.02 0.01
C 0.02 0.02 -0.02
C -0.01 -0.01 0.02
C 0.02 0.06 0.02
C -0.04 0.02 -0.01
C 0.03 0.04 -0.03
C -0.07 -0.06 0.02
N 0.17 -0.02 0.06
C -0.01 -0.06 0.08
C -0.04 0.08 -0.07
H 0.00 0.00 0.00
H -0.01 -0.02 0.02
H 0.01 -0.02 0.00
H 0.00 0.01 -0.01
H 0.00 0.00 0.00
H 0.00 0.00 0.00
H 0.00 0.00 0.00
H 0.00 0.00 0.00
H 0.00 -0.02 0.02
H 0.00 0.00 -0.01
C 0.03 0.03 -0.01
C -0.06 0.00 0.01
C 0.01 0.00 -0.01
C 0.04 -0.01 0.06
C 0.02 0.01 0.00
O 0.00 0.02 -0.01
C -0.07 0.11 0.03
N 0.09 0.02 0.12
C 0.07 -0.03 0.03
C 0.01 -0.01 0.02
C 0.00 -0.01 0.00
C -0.02 0.00 0.00
C 0.01 -0.03 -0.03
C -0.05 0.03 0.00
P 0.07 0.06 0.02
C 0.01 0.01 0.00
C -0.02 -0.01 0.01
C 0.01 0.01 0.00
C 0.02 -0.01 0.00
C -0.01 0.02 0.00
C 0.00 0.02 0.03
C 0.00 0.02 -0.01
C -0.01 0.00 -0.03
C 0.00 -0.01 0.02
C 0.00 0.01 -0.01
C 0.00 0.00 0.01
C -0.02 -0.01 0.01
H 0.01 -0.01 0.00
H -0.01 0.00 0.02
H -0.06 -0.08 -0.04
H 0.01 0.00 0.00
H 0.00 0.00 0.01
H 0.01 0.00 0.00
H 0.00 0.03 0.00
H 0.00 0.00 -0.03
H 0.02 0.00 -0.01
H 0.01 -0.02 0.00
H 0.00 0.00 0.00
H 0.00 0.00 0.00
H 0.00 0.00 0.00
H 0.01 -0.01 -0.01
H 0.00 0.00 0.01
H 0.00 0.00 0.00
H 0.00 0.00 0.00
H 0.00 0.00 0.00
H -0.01 0.00 0.02
H 0.01 -0.02 -0.03
H 0.00 0.00 0.00
H 0.00 0.00 0.00
H 0.00 0.00 0.00
H 0.01 0.00 -0.02
C -0.18 -0.11 -0.19
O 0.29 0.29 0.46
H 0.03 -0.02 0.04
H 0.02 0.04 0.06
H 0.05 0.01 0.01

Results of the Löwdin charge analysis, in e, for atoms 1 through 5: 0.980, 0.879, -0.667, -0.055, 0.031


2.
C36H30BrF3N5O2PdSSb | ωB97M-V/def2-TZVPD

Its charge is +2. The LUMO energy is -5.89 eV. For the energy above the lowest of the compared OMol25 structures with the same formula, charge and spin, the calculation gives 0.042 eV. As for the highest occupied orbital energy: -13.803 eV.

Cartesian coordinates (Å):
Pd (1.1342, -0.2027, 0.5577)
O (-0.8580, 4.2811, 4.2729)
C (-0.3751, 3.2979, 3.5203)
C (0.8805, 2.7140, 3.7087)
C (1.2725, 1.7130, 2.8564)
N (0.5073, 1.2730, 1.8420)
C (-0.7054, 1.8245, 1.6892)
Br (-1.7974, 1.1245, 0.3278)
C (-1.1884, 2.8294, 2.4891)
H (-0.2541, 4.5279, 4.9854)
H (1.5374, 3.0292, 4.5082)
H (2.2322, 1.2287, 2.9702)
H (-2.1739, 3.2446, 2.3375)
N (5.8498, -1.9893, -2.1593)
C (5.0226, -3.0648, -2.0947)
O (5.3801, -4.2179, -2.1291)
C (3.5577, -2.7517, -1.9116)
C (2.6119, -3.5302, -2.5661)
C (1.2671, -3.2849, -2.3390)
C (0.9097, -2.3044, -1.4324)
N (1.8260, -1.5790, -0.7714)
C (3.1264, -1.7829, -1.0249)
H (6.8201, -2.1839, -2.3580)
H (5.4898, -1.0956, -2.4547)
H (2.9414, -4.3171, -3.2328)
H (0.4972, -3.8553, -2.8391)
H (-0.1262, -2.0983, -1.1971)
H (3.8346, -1.1767, -0.4736)
F (7.4930, 3.2282, 1.9780)
C (6.3510, 2.9006, 1.3791)
C (5.7285, 1.7181, 1.7380)
C (4.5387, 1.3849, 1.1097)
C (3.9896, 2.2217, 0.1397)
C (4.6416, 3.4091, -0.1979)
C (5.8301, 3.7563, 0.4226)
Sb (2.2071, 1.6659, -0.8153)
C (1.1010, 3.4442, -0.9087)
C (0.2022, 3.6764, -1.9474)
C (-0.5816, 4.8177, -1.9510)
C (-0.4528, 5.7097, -0.8998)
F (-1.2097, 6.8050, -0.8923)
C (0.4361, 5.5092, 0.1416)
C (1.2170, 4.3642, 0.1318)
C (2.7886, 1.1110, -2.7565)
C (1.8772, 0.4792, -3.6016)
C (2.2700, 0.0336, -4.8536)
C (3.5863, 0.2253, -5.2383)
F (3.9733, -0.2070, -6.4355)
C (4.5139, 0.8518, -4.4233)
C (4.1073, 1.2926, -3.1715)
H (6.1781, 1.0856, 2.4912)
H (4.0369, 0.4619, 1.3858)
H (4.2247, 4.0766, -0.9440)
H (6.3547, 4.6705, 0.1802)
H (0.1089, 2.9776, -2.7708)
H (-1.2807, 5.0280, -2.7488)
H (0.5126, 6.2473, 0.9285)
H (1.9240, 4.2027, 0.9381)
H (0.8482, 0.3243, -3.2933)
H (1.5795, -0.4490, -5.5321)
H (5.5252, 0.9978, -4.7798)
H (4.8266, 1.7871, -2.5284)
N (2.0119, -3.6373, 1.6454)
C (1.3133, -2.9787, 2.5760)
S (0.2194, -1.7056, 2.1847)
N (1.4525, -3.3565, 3.8395)
C (0.8491, -2.7074, 4.9777)
C (-0.4972, -2.8968, 5.2413)
C (-1.0566, -2.2879, 6.3543)
C (-0.2685, -1.5130, 7.1942)
C (1.0825, -1.3417, 6.9254)
C (1.6488, -1.9399, 5.8090)
H (1.7552, -3.5288, 0.6815)
H (2.5984, -4.4223, 1.8844)
H (2.0151, -4.1747, 4.0336)
H (-1.0968, -3.5146, 4.5852)
H (-2.1058, -2.4320, 6.5734)
H (-0.7059, -1.0542, 8.0707)
H (1.6996, -0.7543, 7.5919)
H (2.7036, -1.8243, 5.5914)

Atomic forces in eV per Å
Pd 0.44 0.05 0.24
O 0.00 0.01 0.02
C -0.01 0.00 -0.01
C 0.01 -0.02 0.00
C 0.00 -0.02 -0.04
N -0.18 0.03 -0.13
C -0.01 -0.04 0.04
Br 0.07 0.05 -0.02
C -0.01 0.02 0.01
H 0.00 0.00 -0.01
H 0.00 0.00 0.00
H 0.01 0.01 0.00
H 0.01 0.00 0.00
N 0.00 0.03 -0.01
C -0.01 -0.02 -0.04
O 0.00 0.02 0.01
C 0.01 0.03 0.04
C -0.03 -0.02 -0.01
C 0.01 -0.02 -0.01
C 0.03 -0.03 -0.02
N -0.23 -0.04 -0.11
C 0.00 0.01 0.00
H 0.00 0.00 0.00
H 0.00 0.00 0.00
H 0.00 0.00 0.00
H 0.00 0.00 0.00
H 0.00 0.00 0.00
H 0.00 0.01 0.00
F 0.00 0.00 0.01
C 0.00 0.01 -0.01
C 0.00 0.00 0.00
C 0.02 0.00 -0.01
C 0.01 0.03 -0.03
C -0.03 0.00 0.00
C 0.01 -0.01 0.01
Sb -0.08 0.06 0.06
C 0.03 0.01 -0.02
C 0.00 -0.02 -0.03
C 0.00 0.02 0.02
C 0.00 -0.01 -0.02
F 0.00 0.00 0.00
C 0.01 0.00 0.00
C -0.03 -0.02 0.02
C 0.02 -0.04 0.02
C -0.01 -0.03 0.01
C 0.00 0.01 0.00
C -0.01 0.01 0.02
F 0.00 0.00 -0.01
C 0.00 -0.01 0.01
C 0.00 0.01 -0.04
H 0.00 0.00 0.00
H 0.00 -0.01 0.00
H 0.00 0.00 0.01
H 0.00 0.00 0.00
H 0.01 -0.01 0.00
H 0.00 0.00 0.01
H 0.00 0.00 0.00
H 0.01 0.00 0.01
H 0.00 0.01 0.01
H 0.01 0.00 0.00
H -0.01 0.00 0.00
H 0.00 0.00 0.00
N 0.04 -0.01 0.00
C -0.09 0.04 -0.03
S 0.01 -0.10 0.02
N 0.00 0.01 0.04
C 0.00 0.01 0.00
C 0.00 -0.01 0.00
C 0.00 -0.01 0.00
C 0.00 0.00 0.01
C 0.01 -0.01 -0.01
C 0.00 0.00 0.00
H 0.00 0.01 -0.02
H 0.00 0.00 0.00
H -0.01 0.00 0.00
H 0.00 0.00 0.00
H 0.00 0.00 0.00
H 0.00 0.00 0.00
H 0.00 0.00 0.00
H -0.01 0.00 0.00

Results of the Löwdin charge analysis, in e, for atoms 1 through 5: 0.470, 0.135, -0.289, 0.036, -0.121


3.
C4H11NO | ωB97M-V/def2-TZVPD

Its charge is +1. The LUMO energy (spin up / spin down) is -5.30 / -8.88 eV. For the energy above the lowest of the compared OMol25 structures with the same formula, charge and spin, the calculation gives 3.544 eV. As for the spin multiplicity: 2. As for the highest occupied orbital energy (spin up / spin down): -13.815 / -13.799 eV.

Cartesian coordinates (Å):
N (-1.7080, -0.2402, 0.5573)
C (-0.6106, -1.0565, 1.0962)
C (2.4569, -0.0254, -1.1939)
C (1.7095, -0.8885, -0.2522)
C (0.7947, -0.5225, 0.6558)
H (-1.9752, -0.5801, -0.4318)
H (-2.5374, -0.3781, 1.1253)
H (-0.7719, -2.1781, 0.7587)
H (-0.8257, -0.9530, 2.1634)
H (3.2155, 0.5678, -0.7518)
H (2.9118, -0.7061, -1.9706)
H (1.9318, 0.8338, -1.5939)
H (1.9172, -1.9569, -0.4421)
H (0.8168, 0.5580, 0.9001)
H (-2.2826, 2.0460, 0.2366)
H (-1.0734, 1.9358, -0.4286)
O (-1.9342, 2.1813, -0.6627)

Atomic forces in eV per Å
N 0.29 -0.88 -2.39
C -0.61 -2.86 -1.33
C -0.40 -1.66 -1.03
C 1.98 -1.91 -2.26
C -4.01 2.91 1.81
H 0.57 0.99 2.06
H 0.14 0.01 0.06
H 0.82 2.01 0.95
H 1.21 -0.30 0.21
H 1.41 0.22 1.22
H -0.47 1.21 0.67
H -0.89 -0.10 -0.45
H -0.20 0.34 0.48
H 0.31 -0.45 0.34
H -0.69 0.28 -0.61
H 2.38 -0.49 -0.22
O -1.83 0.69 0.49

Results of the Löwdin charge analysis, in e, for atoms 1 through 5: -0.023, -0.209, -0.006, 0.013, 0.093


4.
N3O9Tl | ωB97M-V/def2-TZVPD

The LUMO energy is -6.90 eV. For the energy above the lowest of the compared OMol25 structures with the same formula, charge and spin, the calculation gives 1.336 eV. As for the highest occupied orbital energy: -9.550 eV.

Cartesian coordinates (Å):
Tl (0.1270, -1.5658, -1.5257)
N (3.0415, -0.9167, 0.3184)
O (3.2340, -1.2736, -0.8007)
O (3.7333, -0.0733, 0.9252)
O (1.9308, -1.2225, 0.7850)
N (-3.5543, -0.6430, -0.1891)
O (-3.9294, -0.2266, 0.8198)
O (-4.2659, -1.3169, -0.8865)
O (-2.4426, -0.3499, -0.5736)
N (0.5266, 1.9362, 0.2523)
O (1.5276, 1.8422, 0.9583)
O (-0.4472, 2.5401, 0.6865)
O (0.5187, 1.2698, -0.7698)

Atomic forces in eV per Å
Tl 0.08 0.35 0.47
N -1.20 2.92 1.24
O 1.82 -0.98 -2.59
O -0.26 -1.33 -0.41
O -0.98 -0.53 1.40
N -0.44 -1.13 -2.60
O -1.73 2.15 5.49
O -1.11 -1.66 -1.70
O 3.78 0.61 -1.21
N -0.44 -0.73 1.95
O 0.61 0.53 0.27
O 0.30 0.02 -0.80
O -0.43 -0.22 -1.51

Results of the Löwdin charge analysis, in e, for atoms 1 through 5: 1.113, -0.608, 0.037, 0.123, -0.050


5.
C2H7N3O | ωB97M-V/def2-TZVPD

The LUMO energy is 0.93 eV. For the energy above the lowest of the compared OMol25 structures with the same formula, charge and spin, the calculation gives 3.795 eV. Its SMILES is NNN/C=C\O. As for the highest occupied orbital energy: -7.557 eV.

Cartesian coordinates (Å):
N (-0.6168, -0.1967, 0.6870)
N (-0.6173, 0.4512, -0.5860)
N (-1.9495, -0.3955, 1.0988)
C (1.8019, 0.3143, -0.6212)
C (0.6177, 0.4269, -1.2419)
O (2.0623, 0.5533, 0.7035)
H (1.2112, 0.6463, 1.1581)
H (-0.0464, -1.0886, 0.5656)
H (-1.3862, 0.1499, -1.1805)
H (-2.0217, -0.2552, 2.0991)
H (-2.3357, -1.2984, 0.8366)
H (2.7139, 0.2947, -1.2001)
H (0.5667, 0.3978, -2.3190)

Atomic forces in eV per Å
N 0.83 -1.07 -0.23
N -0.46 0.69 -0.28
N 0.16 -0.03 0.03
C 0.14 1.14 -0.35
C 0.27 -0.86 0.54
O -0.21 -0.38 -0.03
H -0.04 -0.03 0.09
H -1.15 0.87 0.20
H 0.15 -0.13 0.27
H 0.05 -0.04 -0.19
H 0.22 0.06 0.05
H -0.03 -0.17 -0.05
H 0.07 -0.06 -0.04

Results of the Löwdin charge analysis, in e, for atoms 1 through 5: -0.184, -0.076, -0.007, -0.217, -0.162